Here is C35H32CrN6OP2S4 as an isolated structure at a distorted geometry from OMol25. Energies are from ωB97M-V/def2-TZVPD.

Calculated values
HOMO level (alpha / beta) in hartree: -0.051 / -0.069
DFT total energy in eV: -138147.3702
Lowest unoccupied orbital energy (alpha / beta) in Eh: 0.14492 / 0.14481
Expectation value of S²: 6.018
Spin multiplicity: 5
Net charge: -2
Strongest force on any atom in hartree/bohr: 0.028

```
81
Properties=species:S:1:pos:R:3:forces:R:3:lowdin_spin:R:1
Cr -1.95004 -0.41835 -0.70751 -0.1 -0.7 -0.6 3.7488
S -0.67671 0.03916 2.57127 0.0 0.1 0.1 0.0111
P 0.74871 -0.16460 1.19540 -0.3 0.1 -0.1 0.0080
C 0.15969 -0.21397 -0.40095 1.2 0.0 0.0 0.0095
P 0.93330 -0.77471 -1.80764 -0.2 0.2 0.1 0.0059
S -0.40083 -1.06208 -3.28211 0.0 0.3 -0.1 0.0351
C 1.82656 -2.37184 -1.64068 0.1 -0.1 0.0 0.0023
C 1.07940 -3.42175 -1.10261 0.1 -0.1 0.1 0.0008
C 1.63296 -4.68877 -0.98841 0.0 0.0 0.0 0.0001
C 2.93745 -4.92626 -1.41606 0.0 0.1 0.0 0.0004
C 3.68522 -3.88821 -1.95465 -0.1 0.1 0.0 0.0001
C 3.13153 -2.61231 -2.06358 0.0 -0.2 0.0 0.0009
C 2.30112 0.30093 -2.50148 0.0 0.2 0.0 0.0002
C 3.33401 0.75752 -1.68222 0.0 0.0 0.0 0.0002
C 4.33377 1.59848 -2.16423 -0.1 -0.1 0.1 0.0000
C 4.31699 2.00695 -3.49156 -0.1 -0.1 0.0 0.0005
C 3.29682 1.56381 -4.32475 -0.1 -0.1 0.1 0.0001
C 2.30221 0.71589 -3.83384 0.1 0.1 0.0 0.0016
C 1.88788 1.26310 1.53194 0.1 -0.1 0.2 0.0012
C 2.71866 1.31760 2.65791 0.0 0.1 -0.1 0.0005
C 3.47668 2.45350 2.92733 -0.1 -0.1 -0.1 0.0001
C 3.39464 3.56556 2.09027 -0.1 -0.1 0.0 0.0001
C 2.54995 3.53026 0.98773 -0.1 -0.1 0.0 0.0001
C 1.80945 2.38240 0.71375 0.1 0.1 -0.1 0.0011
C 1.76894 -1.62204 1.68736 0.0 -0.1 -0.1 0.0018
C 1.07531 -2.71714 2.20439 0.0 -0.1 0.0 0.0012
C 1.73988 -3.89396 2.52630 0.0 0.1 0.0 0.0001
C 3.11196 -4.00017 2.32637 0.0 0.1 0.0 0.0011
C 3.81112 -2.92271 1.79860 -0.1 0.1 0.0 0.0000
C 3.13986 -1.74195 1.48106 0.1 -0.1 0.0 0.0012
H 0.06385 -3.22414 -0.77055 0.0 0.0 0.0 0.0002
H 1.04425 -5.49603 -0.56489 0.0 0.1 0.0 0.0000
H 3.36944 -5.91710 -1.32132 0.0 0.0 0.0 0.0001
H 4.70296 -4.06682 -2.28957 0.0 0.0 0.0 0.0000
H 3.71946 -1.80959 -2.49250 0.0 0.0 0.0 0.0000
H 3.34932 0.46110 -0.64116 0.0 0.0 0.0 -0.0001
H 5.11721 1.93990 -1.49562 0.0 0.0 0.0 0.0000
H 5.09392 2.66017 -3.87276 0.0 0.0 0.0 0.0000
H 3.27561 1.87336 -5.36526 0.0 0.0 0.0 0.0000
H 1.50772 0.35855 -4.48048 0.0 0.0 0.0 0.0013
H 2.75371 0.46630 3.32975 0.0 0.0 0.0 0.0001
H 4.12385 2.47858 3.79949 0.0 0.0 -0.1 0.0000
H 3.98446 4.45143 2.30075 0.0 0.0 0.0 0.0000
H 2.46230 4.39650 0.33679 0.0 -0.1 0.0 0.0000
H 1.16240 2.32684 -0.15610 0.0 0.0 0.0 0.0009
H 0.00419 -2.63067 2.34775 0.0 0.0 0.0 0.0001
H 1.18258 -4.73512 2.92704 0.0 0.1 -0.1 0.0000
H 3.63287 -4.92000 2.57260 0.0 0.0 0.0 0.0001
H 4.87910 -3.00217 1.61806 -0.1 0.0 0.0 0.0000
H 3.70621 -0.90830 1.07874 0.0 0.0 0.0 0.0001
C -8.06090 1.53196 0.54524 0.0 0.0 0.0 0.0000
C -7.22529 0.30100 0.28103 0.2 0.1 -0.3 0.0003
C -7.49564 -0.89725 0.92580 -0.1 0.0 0.0 0.0002
C -6.63222 -1.93958 0.63732 0.3 0.0 -0.2 0.0003
N -5.62011 -1.84706 -0.21278 -0.1 0.2 -0.2 0.0012
C -5.42684 -0.65448 -0.83971 -0.3 0.1 0.6 0.0066
S -4.13892 -0.50272 -2.00057 -0.4 0.0 0.2 0.0139
N -6.21874 0.43342 -0.57912 0.0 -0.3 -0.1 0.0009
H -9.12648 1.28489 0.60498 0.1 0.0 0.0 0.0000
H -7.89356 2.25495 -0.25343 0.0 0.0 0.1 0.0000
H -7.77006 1.99274 1.49526 0.0 0.0 -0.1 0.0000
H -8.32679 -1.00734 1.61328 0.1 0.0 0.0 0.0000
H -6.75929 -2.90822 1.11833 0.0 0.0 0.0 0.0000
C -1.40155 3.83997 2.65237 0.1 -0.1 0.0 0.0001
C -2.65736 3.67310 1.79030 0.0 0.0 0.0 0.0003
C -2.35196 3.10601 0.44141 0.4 0.4 -0.3 0.0057
N -2.50748 1.89657 0.08578 -0.4 -0.4 0.1 0.0302
N -1.99997 1.58457 -1.14997 -0.4 0.4 0.8 0.0072
C -1.45712 2.57717 -1.74933 -0.1 0.5 0.1 0.0108
N -0.90750 2.50076 -2.98909 0.1 -0.6 -0.5 0.0057
S -1.57588 4.03913 -0.82539 0.2 0.4 0.0 0.0092
H -1.66811 4.23067 3.63895 0.0 0.0 -0.1 0.0000
H -0.69471 4.53315 2.18729 0.0 0.0 0.0 0.0000
H -0.90438 2.87522 2.78045 0.0 0.0 0.0 0.0000
H -3.15674 4.63530 1.67050 -0.1 0.1 0.0 0.0001
H -3.35352 2.98586 2.26728 0.0 -0.1 0.0 0.0000
H -0.84840 1.51038 -3.28173 0.0 0.2 0.0 0.0001
H -0.00951 2.94764 -3.06279 0.2 0.1 -0.1 0.0005
O -2.21750 -4.28377 1.28479 0.2 1.1 -0.6 0.0304
C -2.14216 -3.23076 0.66791 -0.2 -0.6 0.3 0.0326
N -2.06324 -2.22043 0.05745 -0.1 -1.2 0.7 0.0066
```
Forces are in eV/Å.